# 1
# C44H36F9N4O4PPdS2

A structure of composition C44H36F9N4O4PPdS2 (ωB97M-V/def2-TZVPD, the OMol25 dataset).

Structure (XYZ):
```
101
Properties=species:S:1:pos:R:3:lowdin_charge:R:1
Pd -1.086 -0.430 0.083 0.54
S -3.117 -0.328 -0.918 0.57
C -3.859 0.678 0.417 -0.85
N -4.832 1.434 -0.077 -0.08
N -5.547 2.178 0.896 -0.05
C -5.113 2.756 2.049 -0.29
C -6.027 3.039 3.079 -0.07
C -5.624 3.680 4.237 -0.16
C -4.301 4.061 4.416 -0.16
C -3.397 3.806 3.385 -0.11
C -3.778 3.182 2.217 -0.05
N -3.426 0.500 1.629 -0.02
N -2.355 -0.415 1.641 -0.21
C -2.210 -1.155 2.744 -0.31
C -2.770 -0.762 3.997 -0.04
C -2.577 -1.528 5.123 -0.15
C -1.853 -2.724 5.101 -0.17
C -1.345 -3.138 3.874 -0.16
C -1.519 -2.391 2.726 -0.07
H -6.540 2.004 0.841 0.10
H -7.060 2.726 2.964 0.09
H -6.354 3.867 5.019 0.08
H -3.978 4.536 5.334 0.07
H -2.359 4.095 3.496 0.09
H -3.059 2.997 1.435 0.08
H -3.336 0.156 4.029 0.09
H -3.000 -1.180 6.061 0.08
H -1.714 -3.316 5.997 0.06
H -0.817 -4.086 3.808 0.07
H -1.175 -2.760 1.764 0.07
C 0.832 -5.176 -0.064 0.00
C 1.081 -3.945 0.773 -0.48
C 1.762 -4.109 2.112 -0.02
O 0.766 -2.847 0.376 0.01
H 1.787 -5.540 -0.449 0.09
H 0.183 -4.929 -0.901 0.07
H 0.392 -5.971 0.537 0.08
H 2.841 -4.167 1.945 0.08
H 1.452 -5.024 2.616 0.07
H 1.536 -3.242 2.729 0.09
F 0.698 -6.598 -4.819 0.12
C -0.458 -5.945 -4.575 -0.57
F -1.237 -6.793 -3.873 0.13
F -1.063 -5.789 -5.777 0.12
C -0.249 -4.634 -3.869 -0.14
C -1.331 -4.016 -3.246 -0.01
C -1.161 -2.795 -2.618 -0.07
C 0.089 -2.170 -2.622 -0.32
C 1.163 -2.804 -3.235 -0.07
C 1.002 -4.035 -3.857 -0.02
P 0.203 -0.504 -1.831 1.02
C 2.019 -0.251 -1.821 -0.34
C 2.680 0.550 -2.743 -0.06
C 4.053 0.733 -2.665 -0.01
C 4.768 0.134 -1.639 -0.14
C 4.107 -0.623 -0.676 0.00
C 2.741 -0.813 -0.769 -0.07
C 6.252 0.340 -1.526 -0.57
F 6.818 0.714 -2.692 0.12
F 6.578 1.295 -0.625 0.12
F 6.898 -0.779 -1.129 0.12
C -0.378 0.530 -3.227 -0.33
C -1.211 1.601 -2.926 -0.08
C -1.707 2.402 -3.948 0.02
C -1.363 2.134 -5.262 -0.13
C -0.540 1.052 -5.575 -0.02
C -0.059 0.253 -4.557 -0.08
C -1.893 2.980 -6.386 -0.57
F -2.347 4.176 -5.979 0.13
F -2.914 2.383 -7.043 0.13
F -0.947 3.225 -7.325 0.11
H -2.304 -4.490 -3.241 0.12
H -1.995 -2.330 -2.104 0.03
H 2.144 -2.346 -3.220 0.10
H 1.846 -4.521 -4.327 0.11
H 2.126 1.061 -3.518 0.10
H 4.559 1.348 -3.397 0.12
H 4.655 -1.043 0.157 0.12
H 2.219 -1.359 0.003 0.08
H -1.472 1.811 -1.895 0.08
H -2.364 3.226 -3.705 0.13
H -0.281 0.842 -6.605 0.12
H 0.565 -0.596 -4.803 0.10
C 4.868 4.340 4.433 -0.07
C 3.817 3.731 3.544 -0.29
C 2.478 3.735 3.911 -0.05
C 1.507 3.165 3.096 -0.04
C 1.877 2.585 1.895 -0.25
C 3.210 2.581 1.508 -0.05
C 4.169 3.149 2.328 -0.05
S 0.651 1.773 0.888 0.43
O 1.095 1.973 -0.488 -0.36
O -0.603 2.405 1.219 -0.32
O 0.746 0.349 1.320 -0.40
H 4.434 4.685 5.372 0.07
H 5.350 5.194 3.953 0.07
H 5.652 3.617 4.668 0.07
H 2.185 4.190 4.850 0.10
H 0.464 3.165 3.377 0.11
H 3.480 2.136 0.561 0.10
H 5.209 3.141 2.020 0.11
```

Summary:
largest force on an atom = 0.65 eV Å⁻¹
orbital gap = 3.8 eV
HOMO = -0.1 eV
total charge = -2
2S+1 = 1

---

# 2
# C44H37AlBrO26

A structure of composition C44H37AlBrO26 (ωB97M-V/def2-TZVPD, the OMol25 dataset).

Structure (XYZ):
```
109
Properties=species:S:1:pos:R:3:lowdin_charge:R:1
C 2.467 -4.202 4.139 -0.09
C 2.648 -3.248 3.233 -0.17
Al 2.677 -1.599 1.963 0.21
C 2.667 0.089 3.142 -0.21
C 3.541 1.302 2.572 -0.74
O 4.444 1.805 3.333 -0.11
Br 3.326 2.146 0.788 0.70
O 1.166 -1.727 0.874 -0.36
C -0.051 -1.943 1.635 -0.26
C -0.849 -0.508 1.692 -0.17
C -2.414 -0.730 2.013 -0.24
C -2.802 -0.475 3.576 -0.13
H 2.119 -4.726 5.109 0.01
H 3.990 -1.653 1.039 -0.06
H 3.154 -0.228 4.151 0.08
H 1.622 0.501 3.378 0.06
H -0.768 -2.657 1.060 0.12
H 0.107 -2.293 2.717 0.10
H -0.650 0.098 0.726 0.10
H -0.380 0.057 2.592 0.10
H -2.778 -1.801 1.771 0.10
H -2.992 0.079 1.407 0.10
H -2.622 0.626 3.896 0.08
H -3.957 -0.621 3.638 0.05
H -2.282 -1.232 4.291 0.06
C -0.731 0.435 -3.996 0.07
C -0.010 -0.096 -4.985 -0.24
C 1.071 -1.086 -4.715 -0.34
O 1.698 -1.565 -5.649 0.08
C 1.342 -1.444 -3.321 0.08
C 0.624 -0.911 -2.326 -0.17
C -0.477 0.059 -2.600 -0.29
O -1.128 0.515 -1.675 0.11
O 0.872 -1.238 -1.020 0.04
O -0.236 0.247 -6.290 0.07
H -1.520 1.153 -4.180 0.13
H 2.141 -2.150 -3.138 0.14
H 0.228 -0.731 -0.494 0.07
H 0.412 -0.271 -6.809 0.12
C -4.486 -3.983 6.030 0.09
C -5.306 -4.620 6.870 -0.22
C -5.342 -4.286 8.322 -0.32
O -6.118 -4.875 9.058 0.10
C -4.427 -3.251 8.813 0.07
C -3.604 -2.616 7.975 -0.21
C -3.587 -2.931 6.518 -0.29
O -2.836 -2.319 5.777 0.08
O -2.746 -1.653 8.419 0.10
O -6.146 -5.603 6.430 0.09
H -4.451 -4.214 4.974 0.14
H -4.451 -3.030 9.872 0.14
H -2.263 -1.348 7.625 0.12
H -6.632 -5.903 7.223 0.11
C -7.440 1.133 1.792 0.08
C -6.898 0.089 2.424 -0.22
C -6.583 -1.177 1.703 -0.31
O -6.071 -2.104 2.307 0.10
C -6.913 -1.256 0.275 0.08
C -7.458 -0.213 -0.355 -0.22
C -7.747 1.062 0.359 -0.31
O -8.229 2.001 -0.253 0.10
O -7.772 -0.274 -1.683 0.09
O -6.609 0.140 3.756 0.08
H -7.671 2.058 2.303 0.14
H -6.696 -2.186 -0.233 0.14
H -8.149 0.601 -1.901 0.11
H -6.226 -0.733 3.972 0.10
C 5.487 4.390 -3.939 0.06
C 6.758 4.503 -4.328 -0.23
C 7.823 3.626 -3.764 -0.32
O 8.974 3.745 -4.157 0.09
C 7.439 2.647 -2.743 0.07
C 6.167 2.536 -2.350 -0.23
C 5.097 3.394 -2.934 -0.33
O 3.943 3.255 -2.568 0.10
O 5.798 1.633 -1.401 0.07
O 7.135 5.428 -5.261 0.08
H 4.704 5.019 -4.343 0.14
H 8.224 2.029 -2.329 0.14
H 4.830 1.748 -1.294 0.02
H 8.099 5.309 -5.369 0.11
C 6.227 8.211 0.905 0.07
C 6.229 7.434 -0.180 -0.21
C 6.163 5.949 -0.072 -0.28
O 6.147 5.271 -1.087 0.12
C 6.123 5.358 1.270 0.09
C 6.124 6.135 2.356 -0.21
C 6.163 7.621 2.247 -0.31
O 6.145 8.302 3.259 0.10
O 6.090 5.598 3.609 0.10
O 6.291 7.971 -1.435 0.09
H 6.273 9.290 0.840 0.13
H 6.092 4.277 1.335 0.13
H 6.098 6.362 4.219 0.12
H 6.277 7.206 -2.045 0.11
C -1.518 -5.197 -6.077 0.09
C -1.975 -5.897 -7.116 -0.22
C -2.603 -5.226 -8.289 -0.32
O -2.993 -5.897 -9.232 0.10
C -2.731 -3.765 -8.258 0.07
C -2.277 -3.063 -7.217 -0.21
C -1.624 -3.734 -6.056 -0.29
O -1.203 -3.063 -5.128 0.13
O -2.393 -1.705 -7.177 0.09
O -1.884 -7.260 -7.147 0.09
H -1.058 -5.672 -5.220 0.14
H -3.205 -3.292 -9.108 0.13
H -1.991 -1.433 -6.327 0.09
H -2.282 -7.527 -8.000 0.11
```

Summary:
largest force on an atom = 7.28 eV Å⁻¹
orbital gap = 5.7 eV
HOMO = -6.0 eV
total charge = -1
2S+1 = 1

---

# 3
# C44H37N7NdP2S4

A structure of composition C44H37N7NdP2S4 (ωB97M-V/def2-TZVPD, the OMol25 dataset).

Structure (XYZ):
```
95
Properties=species:S:1:pos:R:3:lowdin_charge:R:1
Nd 11.625 11.785 12.759 0.88
N 11.987 9.127 9.244 0.06
C 11.645 10.292 9.755 -0.20
N 11.096 10.090 10.933 -0.02
C 11.122 8.739 11.083 -0.34
N 11.655 8.132 10.077 0.15
C 10.651 8.126 12.358 -0.24
C 10.874 6.748 12.510 -0.06
N 10.434 6.152 13.608 0.09
C 9.810 6.885 14.525 -0.11
C 9.674 8.251 14.373 -0.09
N 10.071 8.897 13.254 0.12
H 12.493 9.005 8.373 0.17
H 11.827 11.260 9.300 0.12
H 11.431 6.116 11.815 0.12
H 9.511 6.423 15.415 0.09
H 9.205 8.880 15.152 0.09
S 13.301 9.691 13.601 0.48
C 14.152 9.330 12.152 -0.74
C 14.541 7.988 11.942 -0.08
C 15.200 7.584 10.780 -0.20
C 15.399 6.192 10.520 -0.20
N 15.544 5.056 10.457 0.15
C 15.534 8.569 9.820 -0.22
C 15.262 9.891 10.070 -0.10
C 14.527 10.301 11.176 -0.72
S 14.072 11.996 11.299 0.46
C 16.203 8.175 8.607 -0.19
N 16.666 7.806 7.625 0.15
H 14.270 7.263 12.727 0.11
H 15.545 10.670 9.376 0.11
C 8.238 15.308 11.241 -0.17
C 9.409 14.638 11.853 -0.80
S 9.690 12.976 11.237 0.39
C 10.254 15.198 12.721 -0.81
C 10.005 16.591 13.289 -0.14
S 11.795 14.474 13.202 0.40
H 8.543 16.051 10.471 0.09
H 7.693 15.856 11.991 0.05
H 7.534 14.591 10.754 0.06
H 8.957 16.780 13.369 0.05
H 10.369 17.342 12.543 0.09
H 10.477 16.740 14.242 0.03
C 10.718 10.601 17.361 -0.37
C 12.241 10.661 17.733 -0.36
P 13.018 12.106 18.653 1.06
C 14.469 12.227 17.576 -0.42
C 15.527 11.332 17.543 -0.11
C 16.334 11.219 16.413 -0.10
C 16.062 11.921 15.243 -0.08
C 15.019 12.879 15.270 -0.07
C 14.243 13.029 16.434 -0.11
C 13.741 11.490 20.231 -0.38
C 13.075 10.466 20.946 -0.12
C 13.456 10.155 22.209 -0.12
C 14.537 10.789 22.816 -0.09
C 15.178 11.827 22.129 -0.11
C 14.810 12.140 20.858 -0.13
P 10.089 11.772 15.994 1.07
C 8.353 11.136 15.738 -0.37
C 7.900 10.925 14.437 -0.13
C 6.756 10.170 14.191 -0.08
C 6.017 9.668 15.239 -0.09
C 6.408 9.908 16.561 -0.08
C 7.589 10.610 16.798 -0.09
C 9.819 13.356 16.912 -0.39
C 9.417 13.396 18.247 -0.11
C 9.038 14.585 18.867 -0.07
C 9.183 15.748 18.089 -0.09
C 9.699 15.746 16.801 -0.06
C 9.978 14.504 16.225 -0.12
H 10.036 10.584 18.230 0.06
H 10.581 9.629 16.897 0.05
H 12.765 10.688 16.782 0.04
H 12.557 9.717 18.173 0.08
H 15.703 10.595 18.347 0.11
H 17.138 10.472 16.467 0.10
H 16.619 11.749 14.311 0.11
H 14.694 13.338 14.351 0.07
H 13.362 13.668 16.453 0.09
H 12.195 10.016 20.527 0.09
H 12.929 9.348 22.732 0.11
H 14.841 10.470 23.818 0.10
H 16.030 12.369 22.589 0.11
H 15.341 12.958 20.359 0.11
H 8.405 11.355 13.604 0.05
H 6.386 10.084 13.187 0.11
H 5.160 9.064 15.025 0.09
H 5.768 9.517 17.357 0.10
H 7.908 10.789 17.815 0.08
H 9.318 12.512 18.865 0.08
H 8.678 14.568 19.877 0.09
H 8.876 16.714 18.465 0.09
H 9.780 16.646 16.248 0.08
H 10.395 14.526 15.231 0.01
```

Summary:
largest force on an atom = 2.52 eV Å⁻¹
orbital gap (alpha / beta) = 6.2 / 6.2 eV
HOMO (alpha / beta) = -4.4 / -4.4 eV
total charge = -1
2S+1 = 4

---

# 4
# C44H38BrF5ILaN9O7S2

A structure of composition C44H38BrF5ILaN9O7S2 (ωB97M-V/def2-TZVPD, the OMol25 dataset).

Structure (XYZ):
```
108
Properties=species:S:1:pos:R:3:lowdin_charge:R:1
La 17.829 11.706 14.248 1.82
N 17.632 15.357 17.204 0.18
C 17.541 14.490 16.184 -0.61
O 18.097 13.377 16.329 -0.20
C 16.789 14.876 14.980 -0.28
C 16.196 13.755 14.168 -0.34
H 18.003 14.998 18.075 0.12
H 17.012 16.166 17.281 0.12
H 17.534 15.461 14.401 0.12
H 16.040 15.579 15.326 0.10
H 16.055 14.094 13.137 0.01
H 15.253 13.487 14.581 -0.01
N 18.670 9.007 13.564 -0.07
C 19.222 8.022 14.534 -0.25
C 18.474 7.952 15.872 -0.19
C 18.689 9.100 16.843 -0.24
N 17.873 10.285 16.504 -0.12
H 17.654 8.832 13.475 0.00
H 19.055 8.830 12.640 0.08
H 20.242 8.245 14.753 0.08
H 19.185 7.029 14.047 0.12
H 18.778 7.040 16.368 0.11
H 17.402 7.840 15.690 0.09
H 19.739 9.394 16.853 0.10
H 18.390 8.752 17.847 0.12
H 18.054 11.003 17.195 0.03
H 16.892 10.036 16.611 -0.01
N 19.965 18.458 5.958 0.16
C 20.073 17.867 6.945 -0.17
C 20.129 17.192 8.217 -0.23
C 21.333 16.661 8.691 0.00
C 21.332 16.030 9.931 0.00
C 20.159 15.848 10.638 -0.18
C 18.981 16.428 10.179 0.01
C 18.973 17.096 8.969 -0.02
N 20.193 15.137 11.874 -0.02
C 21.051 15.327 12.940 -0.03
C 20.646 14.415 13.874 -0.13
N 19.543 13.751 13.428 -0.01
C 19.282 14.194 12.206 -0.12
H 22.264 16.759 8.129 0.13
H 22.285 15.660 10.323 0.13
H 18.028 16.327 10.705 0.13
H 18.070 17.567 8.620 0.12
H 21.850 16.070 12.872 0.13
H 21.139 14.241 14.829 0.11
H 18.535 13.896 11.490 0.12
O 10.360 8.754 9.997 0.11
C 11.534 8.113 10.002 -0.51
O 11.710 7.217 9.239 0.12
C 12.534 8.607 10.998 -0.16
C 13.498 7.711 11.436 -0.01
C 14.426 8.125 12.394 -0.11
C 14.360 9.407 12.977 -0.71
S 15.370 9.729 14.365 0.48
C 13.430 10.305 12.472 -0.12
C 12.524 9.902 11.499 -0.04
H 10.418 9.416 10.699 0.09
H 13.634 6.749 10.998 0.11
H 15.139 7.415 12.837 0.10
H 13.386 11.327 12.807 0.10
H 11.850 10.650 11.088 0.12
F 16.055 12.703 6.754 0.12
C 16.462 12.526 7.998 -0.18
C 15.595 12.551 9.074 -0.12
F 14.293 12.893 8.894 0.09
C 16.035 12.265 10.371 -0.16
F 15.185 12.340 11.355 0.12
C 17.396 11.911 10.631 -0.31
O 17.841 11.671 11.829 -0.31
C 18.270 11.970 9.510 -0.16
F 19.581 11.718 9.681 0.09
C 17.795 12.227 8.244 -0.15
F 18.699 12.314 7.242 0.09
Br 13.049 14.295 19.893 0.71
C 12.383 13.170 18.537 -0.76
C 10.993 13.108 18.349 -0.13
C 10.415 12.345 17.319 -0.07
C 11.261 11.571 16.513 -0.08
C 12.630 11.594 16.714 -0.14
C 13.190 12.390 17.738 -0.73
I 15.261 12.434 17.831 1.07
H 10.331 13.640 19.033 0.10
H 9.346 12.296 17.222 0.10
H 10.862 10.957 15.693 0.11
H 13.290 10.981 16.113 0.05
O 28.607 8.283 16.254 -0.38
S 27.638 9.134 15.533 0.39
O 28.066 10.508 15.317 -0.36
O 27.028 8.511 14.399 -0.36
C 26.285 9.369 16.691 -0.34
N 26.525 9.164 18.005 0.13
C 25.574 9.574 18.839 -0.12
C 24.412 10.220 18.425 0.00
C 24.287 10.347 17.051 -0.25
N 25.177 9.891 16.193 0.16
C 23.022 10.815 16.431 -0.13
C 22.728 10.350 15.143 0.03
C 21.480 10.659 14.595 -0.13
N 20.556 11.381 15.230 -0.02
C 20.893 11.929 16.418 -0.16
C 22.098 11.670 17.041 -0.01
H 25.802 9.377 19.877 0.10
H 23.624 10.548 19.135 0.11
H 23.431 9.749 14.588 0.12
H 21.236 10.236 13.616 0.11
H 20.093 12.529 16.856 0.09
H 22.271 12.123 18.025 0.12
```

Summary:
largest force on an atom = 2.57 eV Å⁻¹
orbital gap = 6.7 eV
HOMO = -5.7 eV
total charge = -1
2S+1 = 1

---

E for every record listed, in sequence, given in eV: -119262.20058 -176097.19996 -133859.11997 -188254.30765.